Formula: C32H64Cl2NiO20
Source: the OMol25 dataset
Level of theory: the ωB97M-V functional and the def2-TZVPD basis

As for the spin multiplicity: 3. The value obtained for the energy above the lowest of the compared OMol25 structures with the same formula, charge and spin is 12.8 kcal per mole. Its electronic energy is -141259.8548 eV.

Cartesian coordinates (Å):
1 Ni 0.489 0.648 -1.598
2 Cl 0.126 -1.741 -0.809
3 Cl 2.586 1.299 -0.625
4 C 4.344 1.222 -4.230
5 C 4.237 -0.265 -3.943
6 O 3.149 -0.834 -4.731
7 C 1.865 -0.672 -4.420
8 O 1.463 -0.005 -3.440
9 O 1.029 -1.361 -5.277
10 C 1.492 -2.076 -6.381
11 H 3.517 1.765 -3.773
12 H 4.392 1.433 -5.299
13 H 5.225 1.669 -3.770
14 H 4.136 -0.505 -2.885
15 H 5.147 -0.750 -4.297
16 H 0.778 -2.890 -6.505
17 H 2.471 -2.512 -6.183
18 H 1.634 -1.479 -7.282
19 C 4.332 -3.781 6.913
20 C 3.503 -2.685 6.218
21 O 3.924 -2.329 4.894
22 C 3.118 -1.674 4.003
23 O 2.083 -1.080 4.227
24 O 3.676 -1.876 2.822
25 C 2.956 -1.603 1.627
26 H 4.180 -3.963 7.977
27 H 5.409 -3.613 6.928
28 H 4.173 -4.754 6.448
29 H 3.658 -1.773 6.796
30 H 2.431 -2.877 6.240
31 H 3.603 -1.579 0.750
32 H 2.496 -0.616 1.657
33 H 2.261 -2.437 1.528
34 C -1.073 0.174 4.096
35 C -0.878 0.004 2.579
36 O -1.999 0.502 1.819
37 C -1.849 1.048 0.636
38 O -0.802 1.243 0.009
39 O -3.049 1.407 0.072
40 C -4.316 1.325 0.740
41 H -1.966 -0.265 4.540
42 H -1.103 1.245 4.296
43 H -0.204 -0.289 4.563
44 H -0.657 -1.030 2.317
45 H 0.033 0.545 2.323
46 H -5.014 2.039 0.301
47 H -4.185 1.680 1.762
48 H -4.771 0.338 0.817
49 C -4.614 2.722 -4.055
50 C -3.197 2.233 -3.863
51 O -3.001 0.825 -4.173
52 C -1.975 -0.003 -3.709
53 O -1.051 0.281 -2.926
54 O -2.296 -1.173 -4.248
55 C -1.691 -2.354 -3.631
56 H -4.719 3.792 -3.877
57 H -5.353 2.313 -3.366
58 H -4.873 2.644 -5.111
59 H -3.058 2.446 -2.803
60 H -2.517 2.904 -4.387
61 H -0.609 -2.336 -3.500
62 H -1.987 -3.172 -4.288
63 H -2.132 -2.477 -2.642
64 C -3.249 5.061 4.209
65 C -2.321 3.855 4.505
66 O -0.934 4.186 4.266
67 C -0.335 4.117 3.038
68 O -0.967 4.047 1.990
69 O 0.981 4.341 3.139
70 C 1.819 4.326 2.013
71 H -4.237 4.673 3.965
72 H -2.776 5.510 3.336
73 H -3.206 5.807 5.004
74 H -2.723 3.080 3.852
75 H -2.384 3.489 5.530
76 H 2.516 5.164 2.044
77 H 1.192 4.394 1.124
78 H 2.427 3.435 2.168
79 C -4.055 -2.356 6.150
80 C -4.657 -3.130 4.981
81 O -4.426 -2.238 3.856
82 C -4.649 -2.612 2.656
83 O -5.239 -3.600 2.279
84 O -3.869 -1.798 1.889
85 C -3.868 -2.118 0.472
86 H -3.912 -2.949 7.054
87 H -4.681 -1.503 6.411
88 H -3.058 -1.988 5.907
89 H -5.717 -3.354 5.102
90 H -4.043 -4.027 4.903
91 H -3.196 -1.431 -0.043
92 H -4.849 -1.913 0.045
93 H -3.476 -3.081 0.146
94 C 3.515 -3.293 -1.697
95 C 4.774 -3.945 -2.093
96 C 4.250 -5.326 -2.475
97 O 2.992 -5.103 -3.123
98 C 2.485 -3.886 -2.719
99 H 3.590 -2.217 -1.855
100 H 3.108 -3.481 -0.704
101 H 5.560 -4.028 -1.342
102 H 5.223 -3.520 -2.991
103 H 4.015 -5.841 -1.544
104 H 4.812 -6.046 -3.070
105 H 1.578 -4.051 -2.137
106 H 2.518 -3.247 -3.601
107 C 0.958 4.416 -3.862
108 C 0.028 4.894 -2.832
109 C -0.111 3.757 -1.867
110 O 0.300 2.570 -2.566
111 C 0.623 2.960 -3.889
112 H 1.964 4.558 -3.469
113 H 0.788 4.901 -4.823
114 H -0.938 5.097 -3.293
115 H 0.375 5.847 -2.433
116 H -1.131 3.625 -1.505
117 H 0.586 3.914 -1.045
118 H -0.271 2.803 -4.492
119 H 1.327 2.335 -4.438

These are the Löwdin partial charges, in e, on atoms 1 to 99: 0.32 -0.04 -0.08 -0.06 -0.17 0.01 -0.46 0.00 -0.02 -0.06 0.05 0.08 0.09 0.10 0.12 0.10 0.09 0.10 -0.07 -0.21 0.01 -0.56 0.11 0.00 -0.06 0.07 0.07 0.07 0.12 0.12 0.07 0.05 0.08 -0.03 -0.16 0.04 -0.52 0.01 -0.01 -0.03 0.06 0.06 0.06 0.12 0.12 0.09 0.09 0.08 -0.07 -0.21 0.03 -0.44 0.01 0.01 -0.03 0.08 0.08 0.08 0.11 0.11 0.05 0.10 0.07 -0.05 -0.21 0.01 -0.53 0.10 0.00 -0.03 0.08 0.07 0.07 0.10 0.12 0.09 0.08 0.10 -0.07 -0.16 0.04 -0.62 0.13 -0.02 -0.04 0.08 0.08 0.07 0.13 0.13 0.07 0.10 0.10 -0.18 -0.18 -0.19 -0.14 -0.21 0.09